{"formula": "C41H42ClGe2N3OS2SiW", "method": "ωB97M-V/def2-TZVPD", "e_tot_ha": -7593.9877, "total_charge": 1, "s2": 3.78, "e_above_lowest_kj_mol": 0.0, "multiplicity": 4, "e_homo_ev": [-10.007, -11.141], "species": ["W", "C", "S", "C", "S", "N", "N", "C", "C", "C", "C", "C", "C", "N", "H", "H", "H", "H", "H", "H", "H", "H", "C", "Ge", "C", "C", "Ge", "C", "C", "C", "C", "C", "C", "C", "C", "C", "C", "C", "C", "H", "H", "H", "H", "H", "H", "H", "H", "H", "H", "H", "H", "H", "H", "H", "H", "H", "H", "H", "O", "Si", "C", "C", "C", "C", "C", "C", "C", "C", "C", "C", "C", "C", "C", "C", "C", "C", "C", "C", "H", "H", "H", "H", "H", "H", "H", "H", "H", "H", "H", "H", "H", "H", "H", "Cl"], "xyz": [[-0.302, -0.714, -0.217], [-2.422, 3.944, 1.543], [-0.765, 3.544, 2.126], [-0.546, 1.910, 1.594], [-1.749, 1.079, 0.638], [0.558, 1.344, 1.969], [0.608, 0.033, 1.560], [1.193, -0.810, 2.348], [0.993, -2.213, 2.056], [1.589, -3.238, 2.777], [1.249, -4.544, 2.483], [0.326, -4.791, 1.476], [-0.211, -3.730, 0.776], [0.108, -2.461, 1.062], [-2.578, 4.978, 1.847], [-3.172, 3.315, 2.016], [-2.479, 3.873, 0.460], [1.706, -0.464, 3.237], [2.302, -2.998, 3.553], [1.699, -5.360, 3.030], [0.028, -5.798, 1.221], [-0.921, -3.877, -0.026], [-2.637, 2.927, -4.551], [-2.895, 1.756, -3.000], [-4.091, 2.612, -1.711], [-3.727, 0.085, -3.579], [-0.594, 1.529, -2.151], [0.613, 0.847, -3.524], [1.968, 1.185, -3.570], [2.747, 0.809, -4.653], [2.184, 0.102, -5.708], [0.842, -0.239, -5.673], [0.064, 0.120, -4.580], [0.063, 3.191, -1.380], [-0.710, 4.342, -1.546], [-0.272, 5.571, -1.074], [0.945, 5.665, -0.415], [1.721, 4.528, -0.236], [1.284, 3.304, -0.716], [-3.612, 3.221, -4.943], [-2.090, 2.406, -5.336], [-2.083, 3.828, -4.289], [-5.096, 2.602, -2.135], [-3.814, 3.649, -1.526], [-4.113, 2.076, -0.764], [-4.559, 0.349, -4.236], [-4.121, -0.466, -2.729], [-3.049, -0.564, -4.129], [2.423, 1.768, -2.780], [3.795, 1.078, -4.676], [2.793, -0.186, -6.555], [0.399, -0.790, -6.492], [-0.985, -0.153, -4.566], [-1.659, 4.289, -2.066], [-0.879, 6.455, -1.223], [1.288, 6.621, -0.045], [2.671, 4.597, 0.278], [1.900, 2.430, -0.551], [1.367, -1.144, -0.968], [2.913, -1.654, -1.355], [2.723, -2.507, -2.998], [3.823, -2.976, -3.724], [3.656, -3.714, -4.884], [2.376, -4.027, -5.329], [1.274, -3.595, -4.611], [1.449, -2.836, -3.461], [3.555, -2.939, -0.148], [4.404, -2.578, 0.905], [4.958, -3.535, 1.742], [4.678, -4.879, 1.537], [3.844, -5.261, 0.496], [3.290, -4.298, -0.337], [4.038, -0.171, -1.214], [3.776, 0.787, -0.233], [4.633, 1.858, -0.016], [5.775, 1.994, -0.789], [6.059, 1.050, -1.767], [5.204, -0.023, -1.969], [4.831, -2.787, -3.374], [4.522, -4.061, -5.433], [2.244, -4.615, -6.228], [0.275, -3.841, -4.950], [0.571, -2.491, -2.924], [4.655, -1.533, 1.059], [5.627, -3.236, 2.540], [5.128, -5.630, 2.174], [3.640, -6.310, 0.321], [2.664, -4.612, -1.166], [2.886, 0.698, 0.381], [4.407, 2.582, 0.757], [6.445, 2.828, -0.630], [6.951, 1.150, -2.372], [5.453, -0.744, -2.737], [-2.096, -1.799, -1.155]], "forces_ev_per_angstrom": [[0.1540, 0.0128, 0.7377], [0.0297, -0.0300, 0.0098], [-0.0739, 0.0086, 0.0590], [-0.0603, 0.0193, 0.0391], [0.0819, -0.0711, -0.0765], [0.0221, -0.0856, -0.0079], [-0.0367, -0.0513, -0.1616], [0.0386, -0.1021, -0.0743], [0.0644, 0.0080, -0.0489], [-0.0454, 0.0472, 0.0710], [-0.0085, 0.0058, -0.0171], [0.0038, 0.0142, -0.0227], [0.0272, -0.0541, 0.0592], [-0.0557, 0.1513, -0.1410], [-0.0062, 0.0033, -0.0080], [-0.0111, -0.0028, 0.0040], [-0.0028, 0.0079, 0.0087], [-0.0312, 0.0028, 0.0084], [0.0062, -0.0077, 0.0005], [0.0005, -0.0065, 0.0036], [-0.0002, -0.0060, 0.0025], [0.0129, 0.0104, 0.0038], [0.0194, -0.0104, -0.0114], [0.0067, -0.0159, -0.0296], [0.0023, -0.0305, -0.0029], [-0.0171, 0.0272, 0.0058], [-0.0250, -0.1026, -0.0782], [0.0286, 0.1014, 0.0680], [0.0003, 0.0262, -0.0144], [0.0151, -0.0083, 0.0148], [0.0552, -0.0262, 0.0307], [-0.0836, -0.0578, 0.0143], [-0.0035, -0.0036, -0.0257], [0.0209, 0.0484, -0.0372], [0.0488, -0.0313, -0.0263], [-0.0069, 0.0012, 0.0300], [0.0271, -0.0063, -0.0059], [0.0218, 0.0447, -0.0420], [0.0527, -0.0521, -0.0002], [-0.0049, -0.0035, -0.0064], [0.0064, 0.0042, -0.0023], [-0.0135, -0.0049, -0.0282], [-0.0031, 0.0010, -0.0115], [0.0112, 0.0250, 0.0194], [-0.0067, 0.0072, -0.0106], [0.0012, -0.0048, -0.0072], [0.0019, -0.0047, 0.0100], [-0.0102, -0.0153, -0.0016], [-0.0179, -0.0047, 0.0694], [0.0008, 0.0034, -0.0013], [0.0050, 0.0054, -0.0043], [-0.0055, -0.0050, -0.0016], [0.0036, -0.0266, 0.0043], [-0.0322, 0.0176, 0.0030], [-0.0045, -0.0009, -0.0033], [0.0037, 0.0030, 0.0043], [-0.0014, -0.0040, 0.0075], [-0.0141, 0.0112, -0.0721], [0.1457, 0.1932, -0.0653], [-0.1193, -0.0221, -0.0564], [0.0258, -0.0118, -0.0011], [0.0080, 0.0285, 0.0402], [-0.0354, -0.0385, -0.0461], [0.0553, 0.0019, 0.0003], [-0.0270, 0.0196, -0.0118], [-0.0815, 0.0696, -0.0190], [-0.0005, 0.0550, 0.0565], [-0.0313, 0.0149, 0.0317], [-0.0045, 0.0181, 0.0090], [0.0047, -0.0392, 0.0072], [0.0035, 0.0086, 0.0093], [-0.0244, 0.0094, -0.0370], [0.0132, -0.0184, -0.0487], [-0.0303, -0.0428, 0.0762], [-0.0159, -0.0107, -0.0026], [0.0140, 0.0004, -0.0188], [0.0060, 0.0319, 0.0156], [-0.0667, -0.0018, -0.0539], [0.0327, 0.0268, 0.0193], [-0.0018, -0.0008, -0.0049], [0.0019, 0.0012, -0.0043], [0.0006, 0.0010, 0.0079], [0.0442, -0.0167, -0.0231], [0.0119, -0.0093, -0.0053], [-0.0010, 0.0032, 0.0000], [-0.0017, -0.0017, 0.0027], [-0.0002, -0.0049, -0.0041], [-0.0006, -0.0014, -0.0071], [0.0191, 0.0087, 0.0189], [-0.0017, 0.0040, 0.0020], [0.0007, 0.0000, 0.0031], [0.0048, -0.0062, -0.0013], [-0.0133, -0.0298, -0.0406], [-0.1263, -0.0220, -0.1549]], "lowdin_charge": [1.0286, -0.3925, 0.9261, -1.0314, 0.5752, -0.0491, -0.2221, -0.0279, -0.2503, 0.0068, -0.0278, -0.0212, -0.1103, -0.0476, 0.0476, 0.0406, -0.0037, 0.1489, 0.1303, 0.1251, 0.1217, 0.0731, -0.2339, 0.6811, -0.2455, -0.2634, 0.8612, -0.3541, -0.1030, -0.0661, -0.0631, -0.0765, -0.1305, -0.3640, -0.1388, -0.0737, -0.0766, -0.0804, -0.1377, 0.0282, 0.0199, 0.0124, 0.0300, 0.0097, -0.0072, 0.0298, -0.0101, 0.0006, 0.0939, 0.1094, 0.1117, 0.1116, 0.0735, 0.0653, 0.1117, 0.1105, 0.1051, 0.0644, -0.4846, 0.5707, -0.2320, -0.0875, -0.0724, -0.0746, -0.0805, -0.1039, -0.2158, -0.0889, -0.0811, -0.0825, -0.0862, -0.0910, -0.2397, -0.1294, -0.0770, -0.0672, -0.0677, -0.0808, 0.0983, 0.1074, 0.1068, 0.1083, 0.0751, 0.0999, 0.1081, 0.1084, 0.1098, 0.1078, 0.0744, 0.1063, 0.1086, 0.1089, 0.0931, 0.1049]}